No. 1
72
Properties=species:S:1:pos:R:3 method="wB97M-V/def2-TZVPD" total_charge=+1 homo_ev="-11.558 / -11.639" largest_force_ev_per_a=10.612 spin_multiplicity=8 molar_mass_g_mol=623.58 e_tot_ha=-2773.37787
Gd 0.000 0.000 0.000
P -0.642 -1.398 -1.678
P 1.857 -0.879 -0.982
F -0.720 -2.002 3.918
F -1.186 -3.625 2.273
F 1.057 -3.158 2.893
F -0.166 -1.567 1.597
C 1.439 -3.640 -5.653
C -1.374 1.084 1.345
C -2.854 1.555 -0.750
C -2.395 0.454 2.239
C 0.643 2.012 0.624
C 1.855 -2.678 -6.484
C -0.308 2.102 -0.466
C -0.101 2.836 -1.757
C 0.990 -2.265 -1.863
C -1.562 1.553 0.010
C -1.923 -2.698 -1.467
C 2.033 2.573 0.611
C 3.705 -4.855 -5.229
C 3.204 -2.515 -7.143
C 4.351 -3.704 -4.496
C 0.596 1.077 3.073
C -1.025 -0.771 -3.368
C 3.239 -1.625 -0.028
C 4.562 -2.452 -4.919
C 2.765 0.015 -2.312
C 0.005 1.371 1.729
C 2.164 -4.850 -5.125
C 4.237 -1.805 -6.240
B -0.256 -2.581 2.664
H 4.062 -5.792 -4.786
H -3.451 2.441 -0.493
H 3.872 -0.790 -6.029
H 3.789 -2.365 -0.618
H 5.169 -1.665 -6.809
H 2.041 3.593 1.020
H 4.658 -3.929 -3.474
H -1.812 -3.105 -0.459
H 2.431 2.624 -0.406
H 5.044 -1.777 -4.210
H -0.662 2.369 -2.572
H 2.713 1.966 1.214
H 4.009 -4.883 -6.277
H -2.879 1.206 2.877
H -0.417 0.113 -3.578
H -1.827 -3.492 -2.216
H 3.601 -3.473 -7.483
H -3.175 -0.045 1.656
H -0.835 -1.535 -4.130
H 1.687 1.151 3.048
H 0.226 1.782 3.830
H -0.432 3.881 -1.680
H 2.065 0.624 -2.889
H 1.329 -2.555 -2.864
H 3.079 -1.903 -8.043
H 1.142 -1.882 -6.701
H -1.928 -0.297 2.885
H 1.772 -5.749 -5.627
H 0.415 -3.553 -5.286
H 0.984 -3.133 -1.195
H -2.913 -2.237 -1.554
H 2.807 -2.088 0.863
H -2.079 -0.481 -3.413
H 3.923 -0.830 0.284
H 0.956 2.844 -2.042
H 3.504 0.682 -1.857
H 3.282 -0.681 -2.981
H -3.453 0.670 -0.521
H 1.888 -4.966 -4.068
H -2.680 1.580 -1.830
H 0.337 0.062 3.391

---

No. 2
72
Properties=species:S:1:pos:R:3 method="wB97M-V/def2-TZVPD" total_charge=+1 homo_ev="-10.993 / -10.993" largest_force_ev_per_a=4.714 relative_energy_kcal_mol=0.0 spin_multiplicity=3 molar_mass_g_mol=517.28 e_tot_ha=-2951.85359
V -1.905 0.105 0.109
P 0.096 1.149 -0.228
P -2.578 1.132 -1.669
F -1.439 -2.296 -2.888
F 0.542 -1.406 -3.697
F 0.508 -3.619 -2.899
F 0.310 -1.813 -1.435
C -2.947 0.232 1.949
C 3.079 0.249 0.694
C -5.006 0.389 0.344
C -3.271 -1.529 0.443
C -0.707 -0.618 3.028
C -3.073 1.532 2.643
C -3.845 -0.298 0.952
C -2.718 2.991 -1.517
C -1.166 -2.942 1.007
C -2.062 -1.774 1.176
C -2.936 0.656 -3.375
C 5.539 -1.171 -0.547
C 5.388 -1.864 0.803
C -0.740 1.115 -1.941
C -1.866 -0.711 2.112
C 3.065 -0.572 -0.371
C 1.485 2.034 -1.116
C 5.057 0.211 2.286
C 5.283 -1.263 1.994
C -3.751 -2.394 -0.666
C 4.290 0.994 1.204
C 4.240 -0.753 -1.271
C -0.033 2.546 1.046
B -0.015 -2.329 -2.780
H 5.218 -1.875 2.901
H -0.515 -1.603 3.482
H 5.321 -2.964 0.706
H 6.246 -0.320 -0.531
H 0.166 2.094 2.034
H -2.236 -0.151 -3.649
H -0.537 -2.830 0.111
H -2.757 1.568 -3.953
H -0.515 2.039 -2.507
H 0.756 3.275 0.808
H -4.848 0.651 -0.721
H -0.897 0.128 3.803
H -3.348 3.249 -0.659
H -3.205 3.359 -2.432
H -3.828 -3.428 -0.300
H -4.120 1.781 2.861
H 3.947 1.950 1.661
H -1.730 3.466 -1.359
H -0.502 -3.054 1.870
H 2.144 -1.103 -0.662
H 4.996 1.201 0.386
H 6.005 0.736 2.506
H 2.169 0.437 1.272
H -5.874 -0.276 0.372
H 4.466 0.179 -1.823
H -4.744 -2.122 -1.044
H 0.211 -0.313 2.505
H -5.251 1.320 0.863
H -3.968 0.305 -3.490
H -2.491 1.466 3.569
H -3.032 -2.415 -1.507
H -0.349 0.252 -2.519
H 5.975 -1.947 -1.206
H -2.699 2.363 2.027
H 2.339 2.220 -0.452
H 1.825 1.431 -1.963
H 4.455 0.255 3.211
H -1.758 -3.858 0.896
H 3.999 -1.518 -2.028
H -0.988 3.082 1.090
H 1.131 2.989 -1.520

---

No. 3
68
Properties=species:S:1:pos:R:3 method="wB97M-V/def2-TZVPD" total_charge=+2 homo_ev="-12.743 / -13.954" largest_force_ev_per_a=3.949 relative_energy_kcal_mol=65.0 spin_multiplicity=6 molar_mass_g_mol=651.65 e_tot_ha=-4261.14408
Ir 1.006 -1.115 -1.370
Br 2.666 0.418 -0.408
P -0.535 1.480 -5.621
P 1.749 -0.637 -5.556
C -2.294 -0.138 1.063
C -0.077 0.359 3.076
C -1.531 -2.434 -0.867
C -1.467 -0.333 -3.501
C -1.700 0.880 -6.922
C -2.420 0.884 -3.202
C 1.098 -1.871 -6.759
C 1.185 -1.312 1.576
C 0.074 -0.400 -3.255
C 2.352 -1.470 2.470
C 0.067 -0.541 1.880
C -0.513 -1.626 -0.140
C 1.080 0.934 -6.289
C -0.935 -0.698 0.908
C -1.339 2.741 -1.876
C 1.058 2.122 -2.879
C 1.072 0.602 -3.027
C 3.482 -0.406 -6.094
C 0.870 -2.146 0.363
C -2.389 1.971 -2.167
C -0.562 3.250 -6.153
C 1.139 -3.615 0.372
C -0.230 3.019 -2.815
H 0.303 3.805 -5.764
H 0.193 3.990 -2.519
H 2.095 0.242 -3.330
H -3.340 2.108 -1.664
H -2.560 1.391 -4.173
H 3.215 -1.906 1.950
H -2.899 -0.339 0.174
H -0.983 0.978 2.991
H 2.178 -3.835 0.657
H 0.534 -1.238 -3.894
H 0.988 0.784 -7.373
H -0.555 3.306 -7.248
H 0.484 -4.153 1.072
H 1.653 2.314 -1.966
H -1.916 -3.262 -0.265
H -3.348 0.352 -2.925
H -1.466 1.330 -7.900
H -2.719 1.204 -6.662
H 3.950 0.338 -5.439
H 1.820 1.740 -6.147
H -1.479 3.749 -5.809
H 3.549 -0.041 -7.122
H 0.807 1.008 3.240
H -1.863 -1.252 -3.013
H 4.027 -1.350 -6.011
H 1.653 2.534 -3.721
H 2.659 -0.495 2.891
H 1.729 -2.759 -6.669
H -2.822 -0.567 1.930
H -0.691 3.145 -3.799
H -0.216 -0.245 3.984
H 2.090 -2.123 3.321
H 0.945 -4.002 -0.634
H 0.067 -2.135 -6.503
H -1.695 -0.214 -7.016
H -1.143 3.063 -0.858
H -1.131 -2.828 -1.800
H -2.219 0.947 1.231
H -1.643 -0.562 -4.582
H 1.110 -1.545 -7.803
H -2.350 -1.767 -1.141

---

No. 4
85
Properties=species:S:1:pos:R:3 method="wB97M-V/def2-TZVPD" total_charge=0 homo_ev=-10.245 largest_force_ev_per_a=4.633 relative_energy_kcal_mol=90.5 spin_multiplicity=1 molar_mass_g_mol=765.67 smiles="CC(=O)OCCCC[C@@H]1[C@H](C[C@H](C)Br)OC(=O)[C@H]1CCCCO.O=S1(=O)OCCO1.O=S1(=O)OCCO1.O=S1(=O)OCCO1" e_tot_ha=-5948.42957
Br 4.391 -4.453 4.472
S -3.913 -1.555 -4.787
S 0.627 3.220 -3.414
S -4.398 4.966 -6.381
O -3.257 4.367 -7.011
O -2.295 -1.639 -4.740
O 0.167 4.352 -2.670
O 1.579 2.283 -2.896
O -1.709 -3.295 5.967
O -5.726 4.544 -7.209
O -4.405 -2.744 -5.414
O -0.444 -1.978 1.037
O 1.157 3.735 -4.858
O 1.321 -2.488 2.619
O 0.361 -2.545 6.832
O 2.215 -2.175 -2.347
O -4.723 4.141 -5.022
O -4.479 6.364 -6.086
O -4.179 -1.673 -3.191
O -4.291 -0.240 -5.212
O -0.660 2.388 -3.944
C 0.977 -0.201 -1.378
C 3.567 -1.884 3.155
C -1.850 -1.554 -3.384
C 0.247 -4.551 5.130
C 6.066 -2.168 3.841
C 1.270 1.138 5.698
C -6.095 3.745 -5.035
C 2.027 -1.693 3.652
C 0.556 -1.680 1.705
C 0.511 2.982 -5.887
C 1.389 -0.215 6.561
C 1.365 -0.243 3.448
C 0.501 0.855 1.055
C 1.080 1.104 -0.442
C -2.984 -2.129 -2.552
C -0.866 2.658 -5.333
C 1.333 -0.257 1.849
C 2.309 -1.124 -1.327
C 4.532 -2.449 4.297
C -6.426 3.518 -6.501
C 0.068 -1.135 6.499
C -0.459 -3.401 6.016
C 1.960 1.018 4.230
H -0.739 -0.729 7.205
H -1.316 1.795 -5.825
H -1.537 3.514 -5.418
H -1.680 -0.500 -3.147
H 6.161 -1.047 3.630
H 0.228 -5.571 5.637
H 2.371 -0.200 1.348
H 1.094 2.071 -6.055
H 0.026 -0.801 -1.187
H -2.981 -3.222 -2.581
H 0.239 -0.159 3.693
H -0.404 -1.160 5.453
H 0.901 0.159 -2.472
H -2.950 -1.794 -1.515
H 1.596 0.007 7.675
H 4.342 -1.920 5.287
H 2.390 -3.049 -1.933
H 3.568 -2.603 2.255
H 0.157 1.439 5.618
H -6.687 4.565 -4.618
H 6.799 -2.519 4.635
H -7.497 3.583 -6.697
H -0.621 0.594 0.996
H 6.238 -2.691 2.827
H 3.216 -0.455 -1.567
H 1.761 1.979 6.317
H 2.323 -0.778 6.196
H 3.086 0.983 4.410
H 0.485 1.931 -0.991
H 3.950 -0.881 2.770
H 1.354 -4.253 5.053
H 2.468 -1.606 -0.303
H 0.463 3.556 -6.812
H 1.659 1.987 3.684
H 0.547 1.886 1.568
H 1.854 -2.217 4.653
H 2.162 1.492 -0.398
H -0.920 -2.109 -3.253
H -6.243 2.849 -4.432
H -6.052 2.550 -6.845
H -0.229 -4.586 4.096

---

No. 5
74
Properties=species:S:1:pos:R:3 method="wB97M-V/def2-TZVPD" total_charge=+1 homo_ev="-9.835 / -9.847" largest_force_ev_per_a=2.981 spin_multiplicity=1 molar_mass_g_mol=707.02 e_tot_ha=-2464.38475
Te -4.389 1.341 1.535
Y -0.962 0.999 1.947
P 0.688 -2.390 -3.481
P 1.148 0.492 -4.433
F -1.993 -0.616 2.669
F -4.362 0.512 -0.271
F -6.326 0.963 1.762
F -4.378 2.328 3.281
F -5.025 2.904 0.699
O -2.585 2.042 1.218
C 1.517 -1.218 -0.571
C 2.327 -3.111 -3.829
C 2.793 0.199 -5.218
C 2.638 0.577 2.886
C -1.418 -1.523 -1.213
C 0.826 2.416 3.186
C -0.664 1.269 4.539
C -1.333 -2.003 0.194
C -1.288 3.718 4.007
C -1.845 0.970 5.385
C 1.340 1.093 3.392
C 0.383 -1.181 -4.817
C 1.459 3.505 2.398
C -0.059 0.715 -1.017
C 0.527 -1.026 4.682
C -0.405 2.529 3.911
C 0.443 1.376 -5.893
C 0.411 0.380 4.218
C 1.087 0.207 -0.517
C -0.255 -2.309 0.936
C -0.439 -3.760 -3.897
C 1.192 -2.131 0.624
C -1.262 -0.013 -1.524
H -0.128 -4.199 -4.851
H 0.700 4.130 1.910
H 2.750 -0.491 3.111
H 2.613 -1.242 -0.703
H 0.788 -1.582 -5.760
H 1.706 -1.771 1.527
H 2.116 3.109 1.616
H -0.442 -2.702 1.940
H -1.748 1.466 6.361
H -1.243 4.132 5.024
H 1.839 0.910 -0.142
H -2.309 -2.085 0.684
H -0.377 -4.513 -3.099
H -1.469 -3.391 -3.966
H -1.939 -0.106 5.559
H 0.854 2.393 -5.898
H 2.286 -3.626 -4.797
H 2.723 0.694 1.797
H 1.093 -1.695 -1.479
H 3.439 -0.411 -4.581
H -2.171 0.503 -1.166
H -2.337 3.466 3.797
H 2.541 -3.838 -3.033
H 3.113 -2.345 -3.831
H -0.647 1.430 -5.800
H 1.636 -3.121 0.406
H -2.775 1.329 4.923
H -1.309 0.089 -2.629
H 1.110 -1.636 3.983
H 0.714 0.865 -6.825
H 3.497 1.101 3.334
H 3.263 1.181 -5.349
H -0.709 -1.046 -4.911
H -0.717 -2.097 -1.845
H -0.464 -1.483 4.776
H 2.063 4.167 3.035
H -0.979 4.502 3.311
H 1.018 -1.085 5.665
H -2.428 -1.785 -1.569
H -0.138 1.805 -1.114
H 2.676 -0.274 -6.202

---

No. 6
92
Properties=species:S:1:pos:R:3 method="wB97M-V/def2-TZVPD" total_charge=+1 homo_ev=-10.828 largest_force_ev_per_a=12.648 spin_multiplicity=1 molar_mass_g_mol=1032.44 e_tot_ha=-4135.29409
I -1.010 -3.458 1.209
I -3.407 -1.734 -3.763
S -1.951 1.710 -2.238
P -3.233 -2.050 -1.302
F 2.788 -1.824 5.902
F 4.967 -5.561 5.071
F 6.101 -2.942 5.624
F 4.911 -0.734 5.891
F 1.512 -4.468 5.560
F 5.303 -3.200 3.390
F 2.486 -4.041 3.297
F 3.834 -4.413 6.830
O -0.815 5.456 -1.187
O -0.705 -1.365 5.241
O 5.967 -1.418 0.782
O 2.753 0.288 4.030
O -1.107 0.854 -3.217
O -0.333 8.368 -1.567
O -7.241 -2.998 -4.648
O -4.900 -2.351 -0.782
O 8.438 -1.563 -0.870
O -2.803 2.690 -3.134
O -9.920 -1.906 -3.948
N -0.970 -1.438 1.100
N -0.071 -0.853 2.022
N -2.587 -0.562 -0.616
N -1.059 0.940 0.919
N 0.671 -1.662 2.873
C -7.525 -2.161 -3.523
C 5.297 -2.238 -0.170
C -1.654 -0.351 0.347
C 3.699 -0.787 3.686
C 8.395 -1.282 0.533
C 4.830 -3.045 4.812
C 7.211 -1.985 1.203
C 0.062 -1.479 4.121
C -8.951 -2.387 -3.011
C -0.095 7.640 -0.358
C -10.529 -2.963 -4.682
C -1.723 8.553 -1.818
C 4.058 -4.392 5.358
C 2.477 1.174 2.883
C -7.283 -2.280 -5.877
C -3.181 0.736 -1.209
C 0.292 6.189 -0.654
C 2.640 -4.722 4.604
C 7.965 -0.472 -1.652
C -0.006 0.657 1.986
C 0.912 1.726 2.829
C 4.021 -1.639 5.077
C -0.706 5.267 -2.594
H -1.654 4.864 -2.960
H 7.857 -0.812 -2.685
H -11.201 -3.530 -4.028
H -1.174 2.557 -1.401
H 5.955 -2.514 -0.998
H -0.505 6.207 -3.113
H 0.088 4.545 -2.812
H -2.136 9.267 -1.102
H -9.121 -3.444 -2.776
H -7.225 -3.000 -6.698
H -3.460 1.406 -0.264
H 8.692 0.347 -1.627
H 3.192 2.106 2.995
H 6.993 -0.115 -1.300
H 9.324 -1.671 0.962
H 4.919 -3.140 0.319
H 3.309 -1.559 2.897
H 0.570 5.701 0.287
H -0.964 7.688 0.309
H -9.089 -1.811 -2.090
H 4.449 -1.676 -0.571
H 0.744 8.131 0.147
H 7.279 -1.833 2.285
H -7.357 -1.104 -3.765
H -8.210 -1.709 -5.979
H -4.184 0.507 -1.778
H -9.784 -3.633 -5.118
H 1.158 6.141 -1.326
H 2.625 -5.895 4.386
H 2.783 0.620 1.897
H 4.670 -0.282 3.225
H 7.237 -3.065 1.013
H -11.118 -2.524 -5.491
H -1.839 8.961 -2.826
H 0.951 2.718 2.166
H -2.272 7.609 -1.759
H -4.936 -3.363 -0.696
H -6.424 -1.606 -5.941
H 8.366 -0.201 0.717
H 0.483 2.028 3.876
H -6.821 -2.441 -2.733